A molecular structure, C30H22ClF5IN4O4STl. Source: OMol25; level of theory: ωB97M-V/def2-TZVPD.

```
! wB97M-V def2-TZVPD RIJCOSX def2/J DEFGRID3
* xyz 0 1
Tl 1.15431 0.42848 0.68247
O -4.89068 -1.33338 -3.95350
C -4.11388 -1.49957 -5.10678
C -2.72574 -1.93450 -4.71114
C -1.61683 -2.02106 -5.55878
C -0.31430 -2.35315 -5.08185
N -0.04654 -2.80860 -3.83274
C -1.11405 -2.75995 -3.01096
C -2.39221 -2.38891 -3.40738
C -0.80843 -3.07431 -1.55974
C -1.77284 -3.78347 -0.73916
C -1.46435 -3.98525 0.59886
C -2.38498 -4.84889 1.54281
O -1.45175 -5.59202 2.34202
C -0.18146 -3.74886 1.00736
C 0.69138 -3.12886 0.21391
N 0.32000 -2.72933 -0.99485
H -5.64706 -0.77654 -4.17094
H -4.12479 -0.59843 -5.82361
H -4.52626 -2.34673 -5.72836
H -1.52071 -1.59657 -6.56933
H 0.57614 -2.08963 -5.78089
H -3.14829 -2.47504 -2.63900
H -2.75137 -3.94689 -1.08627
H -3.11490 -5.30551 0.90071
H -2.88293 -4.21610 2.26937
H -1.68591 -6.50593 2.10817
H 0.16938 -4.14890 1.96090
H 1.62517 -2.79621 0.59054
N -0.47118 3.04934 -2.98395
C -0.27772 3.30584 -1.63941
O -0.46205 2.46549 -0.78435
C 0.18385 4.79330 -1.37313
C -0.25497 5.25359 -0.02853
H -0.54713 2.14945 -3.37340
H -0.20743 3.78570 -3.68695
H -0.10571 5.34454 -2.23365
H 1.31010 4.73688 -1.36266
H -0.10981 6.24175 0.35389
H -0.70369 4.47083 0.57196
Cl -2.66503 3.55435 6.59592
C -1.53163 2.96051 5.50183
C -0.18703 2.98650 5.82538
C 0.88222 2.58318 5.03931
I 2.75809 2.26632 5.83381
C 0.57127 2.16016 3.70873
O 1.48206 2.08269 2.81482
C -0.91211 1.98392 3.36400
N -1.19904 1.36677 2.22777
C -2.46057 1.14952 1.88538
C -3.52075 1.75466 2.58825
C -3.30289 2.39897 3.76908
C -1.93350 2.58767 4.19280
H -0.03719 3.58169 6.73636
H -2.56330 0.39414 1.12141
H -4.47306 1.72565 2.09628
H -4.09383 2.68905 4.47199
F 8.62314 -1.01521 1.45847
C 7.45921 -0.55623 0.87757
C 6.25967 -0.60812 1.55573
F 6.20970 -1.23312 2.74654
C 5.03827 -0.24591 0.97294
F 3.89893 -0.55659 1.65974
C 5.07464 0.49883 -0.17077
S 3.65084 1.05431 -0.95029
C 6.30525 0.77234 -0.78840
F 6.33899 1.74271 -1.76216
C 7.47565 0.20400 -0.31416
F 8.64161 0.48470 -0.97993
*
```

Output
HOMO (spin up / spin down)	-0.246 / -0.217	hartree
energy relative to the best compared isomer or geometry (same formula, charge and spin)	557.7	kJ/mol
E_LUMO (spin up / spin down)	0.089 / -3.632	eV


9 unconnected molecules or ions with the total composition C4H26O9. Source: OMol25; level of theory: ωB97M-V/def2-TZVPD.

```
! wB97M-V def2-TZVPD RIJCOSX def2/J DEFGRID3
* xyz -1 2
C -2.88170 0.73125 2.11477
C -1.40172 0.47597 1.74227
C -1.24054 -0.23165 0.43822
C -1.93753 -1.54451 0.00777
O 0.10003 -0.43872 0.19162
H -3.27877 0.15058 2.98323
H -3.57301 0.45492 1.29258
H -3.01999 1.80108 2.30201
H -0.80898 1.36607 1.82320
H -0.97362 -0.10152 2.59684
H -1.54777 0.51875 -0.38473
H -2.76579 -1.81082 0.74123
H -2.24494 -1.61838 -1.04758
H -1.31603 -2.34862 0.45256
H 0.66041 -0.35509 0.99014
H 2.02454 1.66381 -0.74084
H 1.15206 2.64907 -0.03160
O 1.57049 1.79947 0.10712
H 0.88329 -2.32558 3.20282
H 1.58579 -0.98956 3.63606
O 1.12807 -1.76842 3.95183
H -2.03990 1.86841 -2.72630
H -2.66321 2.29794 -1.50145
O -2.87034 2.32477 -2.46698
H -0.22242 1.40347 -4.44296
H 0.15944 0.81581 -3.13985
O -0.23570 1.66052 -3.50791
H 1.33076 -1.06661 -2.96986
H 0.99087 -0.55911 -1.53517
O 1.21767 -0.27417 -2.44493
H 1.98433 2.39325 -2.98296
H 2.90798 1.27063 -2.70808
O 2.66041 2.13229 -2.34790
H 2.23907 -3.04045 0.96831
H 1.15985 -4.10090 0.95467
O 1.55957 -3.43909 1.52716
H 2.54144 -0.75299 0.57153
H 3.75694 -0.09019 1.36350
O 3.40895 -0.92169 1.01966
*
```

Output
HOMO (spin up / spin down)	0.004 / -0.263	hartree
E_LUMO (spin up / spin down)	2.960 / 2.790	eV


7 unconnected molecules or ions with the total composition C29H59BO16S6. Source: OMol25; level of theory: ωB97M-V/def2-TZVPD.

```
! wB97M-V def2-TZVPD RIJCOSX def2/J DEFGRID3
* xyz 0 1
C 3.88843 0.36766 0.57136
C 3.38390 1.92628 0.51725
C 1.75961 2.12569 0.71991
O 1.16500 1.07742 1.56434
C -0.16454 1.45289 2.07198
O -0.47977 2.67542 2.58308
O -1.23633 0.45161 2.09946
B -2.29213 0.69989 1.10828
C -2.53602 2.03100 0.19048
O -3.30975 -0.40135 0.95365
H 4.60757 0.17634 1.49972
H 4.56140 0.19155 -0.39272
H 3.03334 -0.43396 0.54902
H 3.72948 2.38890 -0.51553
H 3.95728 2.54799 1.35895
H 1.60901 3.22259 1.11774
H 1.28485 2.11190 -0.37470
H -3.58854 2.52140 0.46162
H -1.69964 2.84443 0.22198
H -2.65236 1.66857 -0.94043
H -3.18997 -0.76691 0.02865
C -1.05876 6.11299 2.72591
C -0.07696 6.92116 3.57298
C 0.71943 7.81530 2.62411
S -0.34209 8.12560 1.22106
O 0.24738 7.50773 0.05192
O -0.76048 9.51310 1.23726
C -1.69915 7.11066 1.77234
H -1.80823 5.60887 3.34299
H -0.51519 5.34749 2.15936
H -0.63454 7.54242 4.28436
H 0.58607 6.27220 4.15362
H 0.98598 8.76491 3.09497
H 1.62074 7.31270 2.26257
H -2.18338 6.63711 0.91662
H -2.40889 7.75717 2.29706
C -7.76438 -2.22726 2.98618
C -7.08079 -1.73499 4.26093
C -5.68487 -2.35454 4.30133
S -5.21143 -2.63087 2.60099
O -5.10291 -4.05745 2.37909
O -4.15241 -1.70781 2.24480
C -6.73671 -2.06128 1.87663
H -8.67939 -1.66673 2.77361
H -8.03210 -3.28504 3.09510
H -6.99844 -0.64169 4.23170
H -7.65503 -1.99694 5.15509
H -4.96174 -1.68627 4.77571
H -5.69056 -3.32095 4.81290
H -6.96859 -2.64657 0.98520
H -6.60873 -1.00719 1.61286
C -6.97223 -6.35842 -2.66101
C -6.24433 -6.51413 -1.32665
C -6.77709 -5.43546 -0.38499
S -8.44652 -5.08744 -0.91749
O -8.49787 -3.72824 -1.41355
O -9.37742 -5.58655 0.07487
C -8.44421 -6.19749 -2.31154
H -6.80653 -7.21815 -3.31678
H -6.60873 -5.46234 -3.17807
H -6.45642 -7.50589 -0.90909
H -5.15934 -6.43349 -1.44572
H -6.79085 -5.77837 0.65267
H -6.19653 -4.51228 -0.46470
H -9.03554 -5.77578 -3.12608
H -8.87724 -7.14726 -1.98371
C -7.22146 -10.68287 -6.84900
C -6.64290 -9.96206 -8.06568
C -6.45599 -8.49474 -7.68345
S -6.19511 -8.46805 -5.91628
O -7.31251 -7.78783 -5.29593
O -4.81847 -8.10670 -5.64287
C -6.38952 -10.22107 -5.66184
H -7.18593 -11.76991 -6.96609
H -8.26919 -10.39072 -6.70987
H -5.67210 -10.40275 -8.32312
H -7.29135 -10.06234 -8.94166
H -5.59000 -8.05553 -8.18513
H -7.35149 -7.90682 -7.90276
H -6.87151 -10.40805 -4.70075
H -5.39376 -10.67409 -5.67875
C 9.41605 2.42605 -0.13000
C 8.57469 3.54163 -0.74822
C 7.19048 2.96441 -1.03950
S 6.93471 1.65545 0.14914
O 6.86806 0.39531 -0.56060
O 5.91952 2.06532 1.09880
C 8.53276 1.78110 0.92763
H 10.34507 2.80969 0.30170
H 9.67812 1.69063 -0.90001
H 8.48631 4.36989 -0.03470
H 9.03577 3.93974 -1.65751
H 6.40772 3.71833 -0.92362
H 7.14164 2.52740 -2.04065
H 8.87916 0.79190 1.23173
H 8.42864 2.42961 1.80263
C 13.24059 5.63176 1.78490
C 12.81317 7.03045 2.22716
C 11.38529 7.25199 1.73103
S 10.63142 5.63488 1.63993
O 10.34857 5.33607 0.25182
O 9.62757 5.51750 2.67866
C 12.07656 4.71569 2.13216
H 14.16339 5.31390 2.27891
H 13.41514 5.62353 0.70236
H 12.83664 7.08981 3.32209
H 13.48882 7.80069 1.84231
H 10.81372 7.88101 2.41818
H 11.37311 7.68856 0.72857
H 12.10945 3.76061 1.60516
H 12.01527 4.54875 3.21170
*
```

Output
HOMO	-0.348	hartree
energy relative to the best compared isomer or geometry (same formula, charge and spin)	509.9	kJ/mol
E_LUMO	0.389	eV


A molecular structure, C22H13BrF9N5O2Pd. Source: OMol25; level of theory: ωB97M-V/def2-TZVPD.

```
! wB97M-V def2-TZVPD RIJCOSX def2/J DEFGRID3
* xyz 0 1
Pd 1.11769 0.18101 1.22148
Br -1.36824 -0.26991 -5.97223
C -2.46482 -0.91411 -4.57131
C -2.86489 -0.04549 -3.56628
C -3.64272 -0.51918 -2.52328
C -4.02514 -1.85758 -2.49674
C -3.67235 -2.69768 -3.54381
C -2.86898 -2.23812 -4.57561
N -4.90859 -2.42427 -1.50975
N -4.80051 -2.19600 -0.29663
C -3.68824 -1.47076 0.24235
C -3.96518 -0.44109 1.11036
C -2.96576 0.37403 1.65442
C -1.63309 0.13455 1.35924
O -0.64325 0.84789 1.82451
C -1.34062 -0.98982 0.53085
N -0.00807 -1.23103 0.32796
C 0.36768 -2.29418 -0.34345
C -0.56427 -3.20831 -0.86189
C -1.90009 -2.97464 -0.69997
C -2.33772 -1.82013 -0.01098
H -2.56628 0.99321 -3.59478
H -3.95062 0.15931 -1.73996
H -4.03254 -3.71892 -3.53667
H -2.57529 -2.89610 -5.38140
H -5.00410 -0.24297 1.34516
H -3.21636 1.19200 2.31571
H 1.43080 -2.44710 -0.46414
H -0.20831 -4.08974 -1.37555
H -2.62483 -3.68427 -1.07541
N 4.00397 -0.19909 1.36246
C 5.15794 -0.38261 0.70985
C 4.84582 -0.76789 -0.57662
C 3.44841 -0.75924 -0.61985
N 2.95364 -0.41917 0.56526
H 3.82556 0.30754 2.22454
H 6.10342 -0.21731 1.19677
H 5.52723 -1.00333 -1.37396
H 2.78510 -0.97762 -1.44044
F 2.39764 4.69832 0.95798
C 2.47132 3.36275 0.97980
F 3.68307 3.00951 0.51885
F 1.57286 2.88716 0.11063
C 2.24452 2.77230 2.40207
O 2.20059 1.42153 2.37585
C 0.95797 3.42056 3.03602
F 1.24123 4.56823 3.67829
F 0.04100 3.71202 2.10768
F 0.41388 2.58849 3.91430
C 3.47041 3.13049 3.30387
F 4.53584 2.37917 2.96731
F 3.85146 4.40612 3.22527
F 3.19180 2.85143 4.58188
*
```

Output
HOMO	-0.288	hartree
energy relative to the best compared isomer or geometry (same formula, charge and spin)	10.4	kJ/mol
E_LUMO	-0.698	eV


Number 1: total energy -3504.0478 Ha, maximum force 3.68 eV Å⁻¹. Number 2: total energy -845.1099 Ha, maximum force 3.85 eV Å⁻¹. Number 3: total energy -4758.0346 Ha, maximum force 8.89 eV Å⁻¹. Number 4: total energy -4871.1402 Ha, maximum force 0.22 eV Å⁻¹.